Below is a structure of composition C29H34AsF6N6O2P2SSn at a distorted geometry, with properties calculated with wB97M-V/def2-TZVPD.

```
82
Properties=species:S:1:pos:R:3:forces:R:3
Sn 0.574194 2.736775 -0.977399 0.17 0.49 -0.10
N 1.778398 5.245665 -0.498389 -0.24 0.30 -0.27
N 0.848010 6.266297 -0.209376 0.05 0.03 0.02
C -0.462070 5.981077 -0.192471 0.43 0.04 -0.10
N -1.349064 6.922850 0.076623 -0.18 -0.20 0.00
N -0.722484 4.687513 -0.489963 0.17 -0.41 0.22
N -1.980869 4.211816 -0.595449 -0.04 -0.07 -0.24
O -1.999860 3.030844 -0.972012 0.16 -0.19 0.01
O -2.966808 4.852094 -0.370508 -0.42 0.40 0.19
H 2.347069 5.026679 0.329134 -0.39 0.46 -0.36
H 2.402209 5.552463 -1.243388 -0.19 0.00 0.04
H 1.170449 7.196612 0.039247 -0.04 -0.23 -0.01
H -1.062665 7.874996 0.241513 0.00 -0.02 0.02
H -2.334907 6.685807 0.107136 0.24 0.05 -0.03
C -0.635967 -5.619959 2.930106 0.01 -0.04 -0.05
S -0.041938 -5.427227 1.237481 0.00 0.02 -0.05
C -1.507055 -4.690515 0.442063 0.06 -0.10 -0.05
C -1.158525 -3.407199 -0.304820 0.03 0.01 0.03
C -0.616232 -2.338693 0.634954 -0.01 -0.21 0.00
N -0.174013 -1.149678 -0.126169 0.19 0.17 0.16
P -1.123349 0.306054 -0.199847 0.20 0.08 0.25
C -2.745535 -0.291211 -0.693550 0.00 0.17 0.01
C -3.092282 -0.184580 -2.037948 -0.01 -0.02 -0.06
C -4.297989 -0.698150 -2.487082 0.00 0.00 0.02
C -5.163026 -1.308428 -1.590852 0.00 0.01 -0.06
C -4.832686 -1.395597 -0.245983 0.02 0.00 0.05
C -3.629929 -0.883150 0.207985 0.00 -0.02 0.03
C -1.266469 0.826648 1.532856 -0.13 -0.12 -0.03
C -0.232022 0.602221 2.437165 0.08 -0.06 0.02
C -0.306713 1.113978 3.723105 -0.03 0.00 -0.02
C -1.411793 1.855903 4.112012 0.03 -0.02 0.01
C -2.440327 2.094198 3.211986 0.00 0.02 0.00
C -2.371590 1.586101 1.925357 0.04 0.03 -0.04
P 1.420796 -0.936311 -0.532009 0.12 -0.10 -0.13
C 2.402314 -2.367628 -0.157501 -0.05 0.07 -0.07
C 2.585717 -3.361044 -1.123809 -0.01 0.00 -0.02
C 3.311498 -4.491776 -0.796742 -0.03 0.04 -0.06
C 3.861183 -4.620775 0.470279 0.01 0.01 0.03
C 3.695470 -3.624747 1.421734 -0.02 0.03 -0.03
C 2.968664 -2.489860 1.111289 -0.02 -0.02 0.05
C 1.558844 -0.450671 -2.245749 -0.05 -0.03 0.09
C 0.506984 -0.610069 -3.150107 -0.04 -0.06 -0.05
C 0.677962 -0.211123 -4.465904 -0.04 -0.02 0.04
C 1.883492 0.347278 -4.874732 -0.01 -0.01 0.03
C 2.929884 0.501350 -3.975068 0.01 0.01 0.04
C 2.771481 0.110925 -2.655357 0.08 0.03 0.03
H 0.171732 -6.076930 3.495286 0.04 -0.02 0.03
H -1.497679 -6.280360 2.962853 -0.04 -0.04 0.01
H -0.880177 -4.660728 3.378103 -0.02 0.08 0.04
H -2.261848 -4.504852 1.207263 0.01 0.01 0.03
H -1.920065 -5.416474 -0.259487 -0.03 0.06 0.05
H -2.041324 -3.027100 -0.824548 -0.01 -0.03 -0.04
H -0.401483 -3.631648 -1.063527 0.00 0.05 0.00
H 0.235084 -2.747735 1.184786 -0.11 0.03 0.01
H -1.364189 -2.028571 1.367209 0.03 0.03 -0.05
H -2.423510 0.308135 -2.732663 0.02 0.03 -0.03
H -4.567051 -0.613976 -3.529004 -0.02 0.01 -0.07
H -6.105294 -1.706199 -1.938294 -0.05 -0.02 -0.03
H -5.517199 -1.856785 0.450476 -0.04 -0.03 0.04
H -3.388378 -0.936371 1.261322 0.01 0.00 0.03
H 0.642338 0.026672 2.149690 -0.03 0.03 0.01
H 0.497996 0.931875 4.418858 0.07 -0.01 0.06
H -1.474767 2.243064 5.118350 0.01 0.03 0.05
H -3.304123 2.666971 3.515726 -0.06 0.03 0.02
H -3.180570 1.770934 1.230996 -0.06 -0.01 -0.03
H 2.166863 -3.250657 -2.115827 -0.02 0.01 -0.03
H 3.451683 -5.270828 -1.530424 0.01 -0.05 -0.06
H 4.433258 -5.502997 0.714120 0.04 -0.07 0.03
H 4.138184 -3.728902 2.399433 0.05 0.00 0.09
H 2.851328 -1.701587 1.842329 -0.01 0.06 0.05
H -0.417158 -1.081684 -2.837591 0.00 0.03 0.01
H -0.121699 -0.355241 -5.179381 -0.02 0.00 -0.01
H 2.010359 0.651917 -5.903292 0.01 0.01 -0.06
H 3.869648 0.923968 -4.299454 0.04 0.01 -0.02
H 3.586901 0.230864 -1.950053 -0.02 0.02 0.01
F 1.515601 2.801712 1.100729 -0.17 -0.06 -0.28
As 3.388067 2.795387 1.264979 0.44 -1.13 -0.34
F 3.242340 4.496755 1.543059 0.29 -0.11 0.43
F 3.332600 3.117619 -0.491984 -0.03 -0.15 0.60
F 5.079729 2.814611 1.284022 -0.26 0.12 0.05
F 3.321194 1.097937 0.873332 -0.18 0.38 0.01
F 3.163156 2.443440 2.912742 -0.02 0.17 -0.19
```
Forces are in eV/Å.

## Properties
HOMO-LUMO gap (spin up / spin down): 0.2369 / 0.1910 hartree
Total charge: +2
Relative energy (zero: lowest compared OMol25 entry of this formula, charge and spin): 0.0 kcal/mol
2S+1: 2
Energy: -5734.1917 Eh

---

Below is the molecule CH4IOPS at a distorted geometry, with properties calculated with wB97M-V/def2-TZVPD.

```
9
Properties=species:S:1:pos:R:3:forces:R:3
C 0.418868 -0.821871 1.213195 -0.94 0.64 -0.26
O 1.338952 0.749485 -0.798551 -0.25 -0.26 1.40
P 0.251726 -0.484984 -0.599722 -0.32 1.02 -1.57
S -1.654187 1.024340 -0.624257 0.05 -0.13 0.24
I -3.596743 1.412263 -2.242691 1.54 -0.78 0.80
H 0.122890 0.043424 1.861918 0.51 -0.83 -0.43
H -0.276919 -1.677068 1.373048 0.44 0.59 0.06
H 1.459215 -1.171961 1.349377 -0.47 0.37 0.07
H 1.936198 0.926373 -1.532318 -0.57 -0.62 -0.30
```
Forces are in eV/Å.

## Properties
HOMO-LUMO gap: 0.2587 hartree
Relative energy (zero: lowest compared OMol25 entry of this formula, charge and spin): 50.4 kcal/mol
2S+1: 1
SMILES: CP(O)SI
Energy: -1152.9572 Eh

---

Below is the ion C6H11NO2P with charge -1 at a distorted geometry, with properties calculated with wB97M-V/def2-TZVPD.

```
21
Properties=species:S:1:pos:R:3:forces:R:3
C -2.378401 1.323803 0.074355 3.30 -0.08 2.18
C 1.835435 0.143584 1.597855 0.73 1.91 1.75
C -0.736061 -0.494076 -2.252664 -1.20 2.98 0.57
C 0.780687 -0.848624 1.399644 -2.49 -1.25 1.36
C 0.319253 -0.356092 -1.115577 -1.56 -2.09 0.42
C -0.253420 -0.426668 0.364442 1.74 0.78 -0.90
N -3.268057 1.779237 -0.478358 -3.24 1.12 -2.16
O -1.574069 0.667580 2.437721 0.07 -0.05 1.37
O 1.035463 0.772914 -1.413886 -0.02 1.92 -0.22
P -0.952089 1.110532 1.133288 -1.75 -0.60 -2.11
H 2.626185 -0.214626 2.217790 0.59 -0.53 0.80
H 2.309612 0.352130 0.690646 0.63 0.65 -1.62
H 1.540317 1.137085 2.082747 -0.07 -1.33 -0.79
H -1.534416 0.373602 -2.047151 1.42 -2.02 -0.59
H -0.167107 -0.170413 -3.111806 0.10 0.25 -0.47
H -1.206675 -1.397182 -2.607145 -0.25 -0.70 0.86
H 0.126333 -0.984231 2.372925 1.61 -0.12 -1.65
H 1.191136 -1.802086 1.049767 0.15 -0.15 0.38
H 0.965175 -1.239065 -1.231385 0.37 0.23 0.24
H 0.316771 1.477471 -1.506743 1.05 -0.53 0.47
H -0.976074 -1.204872 0.343535 -1.18 -0.40 0.10
```
Forces are in eV/Å.

## Properties
HOMO-LUMO gap (spin up / spin down): 0.1251 / 0.3138 hartree
Total charge: -1
Relative energy (zero: lowest compared OMol25 entry of this formula, charge and spin): 0.5 kcal/mol
2S+1: 3
Energy: -781.7052 Eh

---

Below is a cluster of 9 separate species, C13H36F6N10O14PS2 in total at a distorted geometry, with properties calculated with wB97M-V/def2-TZVPD.

```
82
Properties=species:S:1:pos:R:3:forces:R:3
P 0.440464 2.257171 -0.347510 0.72 1.51 3.47
F -0.046166 1.494481 -1.619600 -0.85 -1.50 -0.71
F 0.669004 0.942491 0.557620 -1.09 -1.10 0.11
F 1.961074 2.054611 -0.728310 1.56 0.36 -2.00
F 1.045884 3.146261 0.917740 -0.56 0.37 0.03
F 0.235674 3.611791 -1.179740 0.31 0.73 -0.25
F -1.038666 2.439291 0.315030 -0.07 -0.40 -0.72
C -4.963586 3.764371 -3.382730 -1.26 -1.97 1.20
O -6.022686 3.975101 -3.816860 -6.27 1.99 -3.36
N -4.783626 2.560311 -2.866750 2.45 -1.99 1.16
N -4.086806 4.680491 -3.220940 4.59 2.27 0.78
H -5.544726 1.902281 -2.955180 0.60 0.12 -0.01
H -3.843046 2.359061 -2.558690 -0.45 -0.99 0.26
H -3.193916 4.331521 -2.903040 0.26 1.07 0.04
H -4.265996 5.641111 -3.476280 0.16 -0.53 0.00
C 2.839194 -0.893209 -6.506810 -0.59 3.43 -3.15
O 2.516304 0.173281 -7.075270 -0.06 -1.30 1.37
N 2.697214 -2.058189 -7.117180 -1.13 -1.84 -2.00
N 3.479224 -1.044219 -5.395700 1.81 0.12 3.83
H 3.204894 -2.870349 -6.796630 -0.38 0.07 -0.61
H 2.394434 -1.901089 -8.067830 0.23 -0.82 -0.01
H 3.922614 -1.945479 -5.289680 0.01 0.61 0.81
H 3.633454 -0.284809 -4.747930 0.09 -0.25 -0.23
C 2.506344 8.676711 -5.741140 2.89 4.09 -2.57
O 3.626854 8.989781 -6.168570 -0.44 -1.23 0.44
N 2.119004 7.719251 -5.010400 1.79 -7.06 3.82
N 1.463834 9.429161 -5.896060 -4.38 3.83 -1.31
H 2.885564 7.086201 -4.832280 -0.40 -0.46 0.40
H 1.195764 7.387241 -4.770600 0.33 0.38 -0.38
H 1.433684 10.323981 -6.363500 0.33 -0.38 0.13
H 0.681714 9.162021 -5.315540 -0.13 0.81 -0.52
C 4.806504 5.911721 5.751110 -2.64 1.25 0.44
O 4.589884 6.376601 6.867550 1.36 -0.51 0.19
N 5.843894 5.223861 5.310640 2.52 -1.55 0.31
N 3.849514 6.126531 4.821510 -1.29 0.82 -1.23
H 6.446964 4.813401 6.009160 -0.02 0.20 -0.23
H 6.019974 4.979961 4.346480 -0.38 0.17 0.32
H 3.674134 5.643261 3.952150 0.40 -0.02 0.28
H 3.175194 6.825201 5.099440 0.02 -0.37 -0.10
C 5.392094 -2.537289 1.342810 0.07 -0.47 -1.39
O 6.144984 -3.427759 1.611380 1.59 -1.95 1.27
N 5.426444 -1.332959 1.813720 1.44 3.42 3.07
N 4.489914 -2.627009 0.405300 -2.59 -1.34 -2.82
H 4.868854 -0.556299 1.488150 0.24 -0.25 0.36
H 6.116034 -1.260619 2.548110 -0.29 0.82 -0.06
H 3.958374 -1.813259 0.130760 -0.13 -0.64 -0.26
H 4.486594 -3.508719 -0.087330 -0.43 0.47 -0.18
C -2.306796 -5.241289 -4.774130 0.43 -0.41 0.08
C -1.669486 -4.105279 -3.988480 1.50 -0.12 0.22
O -2.490886 -3.933709 -2.860380 -0.47 -0.70 1.81
S -2.800536 -5.477829 -2.252950 1.48 2.41 -2.05
O -3.959086 -5.361929 -1.415690 1.28 -0.74 -1.20
O -1.543436 -6.082969 -1.828470 -2.34 0.67 -0.53
O -3.125726 -5.914459 -3.815820 -1.21 -1.11 1.57
H -1.624656 -6.019679 -5.116030 0.38 0.45 -0.18
H -2.871386 -4.868479 -5.628730 -0.55 -0.24 0.34
H -1.499526 -3.173049 -4.527130 -0.68 0.01 0.08
H -0.683976 -4.390259 -3.620170 0.18 -0.18 -0.13
C -6.241716 -0.470009 2.294760 0.45 0.33 0.07
C -5.920476 -0.466019 3.783440 -0.74 1.79 -0.50
O -6.520686 -1.581519 4.354970 -1.82 -2.56 0.42
S -8.019206 -1.824309 3.612790 0.50 -0.90 -0.98
O -8.930536 -0.787539 4.073640 1.31 -1.69 -0.58
O -8.492396 -3.256419 3.539710 2.20 4.91 0.34
O -7.331656 -1.341519 2.159760 -2.14 -1.71 0.44
H -5.390576 -0.793259 1.695460 -0.31 -0.34 -0.18
H -6.548366 0.530531 1.989820 0.11 -0.04 -0.13
H -6.509206 0.376431 4.146440 0.78 0.47 0.58
H -4.844586 -0.398839 3.944830 -0.30 -0.26 0.50
C 1.643754 -5.861969 6.201780 -0.21 -0.85 1.74
C 0.933154 -5.728979 4.925250 -0.43 0.61 -2.02
C 0.487474 -4.274379 4.854170 1.78 -1.01 0.61
O 0.269634 -3.965459 6.251770 -0.42 0.53 0.02
C 0.935564 -4.886949 7.156370 -0.34 -0.55 -1.33
H 2.711004 -5.643349 6.166060 -0.05 -0.05 -0.35
H 1.481924 -6.923869 6.386930 0.54 -0.04 1.10
H -0.008836 -6.263389 4.802090 0.27 -0.78 0.58
H 1.645034 -6.096779 4.186300 -0.41 0.37 -0.71
H -0.371956 -4.213979 4.186470 -0.26 0.65 0.61
H 1.337774 -3.714649 4.464570 -0.24 0.67 -0.02
H 0.184914 -5.399869 7.757650 -0.20 0.09 0.00
H 1.623164 -4.392259 7.842390 -0.03 0.36 -0.24
```
Forces are in eV/Å.

## Properties
HOMO-LUMO gap: 0.3461 hartree
Total charge: -1
2S+1: 1
Energy: -3855.0490 Eh

---

Below is a structure of composition C3H4INS at a distorted geometry, with properties calculated with wB97M-V/def2-TZVPD.

```
10
Properties=species:S:1:pos:R:3:forces:R:3
C 1.660990 0.788302 -1.102994 -0.89 0.14 -1.85
C 0.658240 1.683271 -1.521554 1.83 -0.22 2.66
C 1.828644 0.816081 0.279341 -0.04 0.07 -0.29
N 1.121618 1.741149 0.913041 1.49 -2.00 1.84
S 0.183477 2.504040 -0.057803 -1.25 0.95 -2.70
I -5.017481 0.056616 0.136526 -2.22 -0.30 2.22
H 2.258291 0.126929 -1.766765 -0.67 0.62 0.51
H 0.491665 2.077968 -2.482680 -0.59 0.05 -0.97
H 2.475183 0.074714 0.720631 0.11 0.38 0.79
H -3.968700 0.199646 -0.909003 2.24 0.30 -2.22
```
Forces are in eV/Å.

## Properties
HOMO-LUMO gap: 0.3803 hartree
Relative energy (zero: lowest compared OMol25 entry of this formula, charge and spin): 7.9 kcal/mol
2S+1: 1
Energy: -867.3094 Eh

---

Below is a cluster of 3 separate species, C19H21O12PS in total at a distorted geometry, with properties calculated with wB97M-V/def2-TZVPD.

```
54
Properties=species:S:1:pos:R:3:forces:R:3
C 7.849398 3.897316 -0.871934 0.07 -0.77 -0.84
P 7.631656 2.076578 -1.200582 0.31 -0.25 1.27
C 8.449027 1.765963 -2.821253 -1.03 0.38 0.01
C 5.807235 1.978948 -1.617085 2.23 1.13 2.43
O 5.469264 1.902193 -2.720355 -1.77 -0.75 -4.20
O 4.940296 2.002402 -0.578790 0.13 -0.32 0.95
C 4.079159 0.861027 -0.440538 -0.53 -0.39 -0.84
S 4.844451 -0.706404 -0.982492 0.25 -0.23 0.30
C 2.669798 1.073472 -1.021679 0.09 0.28 -0.15
C 2.566197 2.151567 -2.070470 -0.32 0.21 -0.66
O 1.202246 2.662681 -2.101997 0.48 -0.39 0.19
C 1.234682 4.015734 -2.274346 0.45 -2.40 -2.38
O 0.939056 4.748126 -1.438321 -1.11 2.78 2.77
H 6.997038 4.276539 -0.337133 -0.28 0.22 0.27
H 7.979880 4.416598 -1.814717 -0.17 0.29 -0.13
H 8.751643 4.020398 -0.295235 0.20 0.08 0.31
H 9.334088 2.375700 -2.926713 0.41 -0.01 0.17
H 8.664876 0.709801 -2.855883 0.35 -0.25 -0.05
H 7.796863 1.992379 -3.659159 -0.19 0.12 -0.10
H 3.965049 0.715272 0.617842 0.21 0.01 0.46
H 4.407113 -0.854027 -2.246295 -0.11 0.45 0.13
H 2.323997 0.154878 -1.465301 -0.15 -0.43 0.05
H 1.976386 1.310658 -0.227184 -0.08 0.17 0.31
H 3.241946 2.981269 -1.905675 0.19 0.06 0.31
H 2.799814 1.757139 -3.049806 0.12 -0.11 -0.31
H 1.519696 4.317270 -3.287131 0.24 0.04 -0.28
C -0.776288 -0.373318 -0.206914 0.27 -0.12 0.12
C -2.087635 -0.111502 -0.134966 0.24 0.09 -0.33
C -2.889306 -0.429110 1.093631 0.08 -0.25 0.55
O -4.073286 -0.149446 1.100948 0.03 0.20 -0.24
C -2.210205 -1.061915 2.214878 -0.26 0.09 -0.09
C -0.900293 -1.326590 2.141215 -0.25 -0.10 0.34
C -0.092547 -0.985377 0.923421 -0.07 0.24 -0.56
O 1.098803 -1.238342 0.933971 0.02 -0.08 0.24
O -0.230267 -1.903524 3.132418 0.24 0.05 -0.23
O -2.761007 0.441850 -1.135321 -0.25 -0.04 0.23
H -0.190179 -0.145378 -1.085638 -0.04 0.05 -0.02
H -2.801117 -1.300970 3.087852 0.02 0.00 0.02
H 0.694689 -1.979094 2.825380 -0.03 -0.01 0.03
H -3.684951 0.524378 -0.828498 0.03 0.01 -0.04
C -8.131837 -2.886463 3.387799 0.09 0.23 -0.03
C -8.294805 -4.164842 3.027352 -0.14 0.18 0.36
C -7.770777 -4.691789 1.723917 0.29 0.17 -0.51
O -7.939150 -5.870013 1.468744 -0.15 -0.07 0.24
C -7.091750 -3.765053 0.830807 -0.09 -0.27 0.07
C -6.929592 -2.483480 1.188010 0.12 -0.19 -0.40
C -7.432147 -1.962136 2.504071 -0.29 -0.14 0.48
O -7.239366 -0.793306 2.776053 0.10 0.06 -0.24
O -6.319175 -1.599180 0.412476 -0.28 0.13 0.24
O -8.925720 -5.050423 3.792323 0.08 -0.19 -0.25
H -8.503916 -2.497489 4.325007 0.00 -0.02 0.01
H -6.732911 -4.152286 -0.112237 0.01 0.02 -0.01
H -6.324502 -0.753456 0.904267 0.20 -0.02 -0.02
H -8.901618 -5.895223 3.301271 0.00 0.02 0.03
```
Forces are in eV/Å.

## Properties
HOMO-LUMO gap: 0.2572 hartree
2S+1: 1
SMILES: CP(C)C(=O)O[C@H](S)CCOC=O.O=C1C=C(O)C(=O)C=C1O.O=C1C=C(O)C(=O)C=C1O
Energy: -2378.9697 Eh